No. 1
The following is a DFT calculation (wB97M-V/def2-TZVPD) of a single C3H10N4O2 molecule in a non-equilibrium geometry.

Positions of all 19 atoms, in Å:
1 C -0.38835 -0.42837 1.90612
2 N 0.01691 -0.57924 0.52201
3 C 0.68632 0.48105 -0.14065
4 N 0.95255 1.68055 0.52642
5 N 1.76625 0.03163 -0.91593
6 N -0.71827 0.66637 -1.17278
7 C -1.08165 -0.92984 -0.43812
8 O -2.20290 -1.19766 -0.00456
9 O -0.53736 -1.73506 -1.47847
10 H -0.99076 0.47133 2.08699
11 H -1.00066 -1.28792 2.16703
12 H 0.49461 -0.39556 2.54639
13 H 1.89610 2.02484 0.42782
14 H 0.66511 1.75684 1.48942
15 H 1.58557 -0.88707 -1.30152
16 H 2.04240 0.68203 -1.64029
17 H -0.57982 0.78906 -2.17138
18 H -1.42240 1.29847 -0.80514
19 H -1.18365 -2.44146 -1.60337

Values from the calculation:
SMILES = CN1C(N)(N)[NH2+][C@@]1([O-])O
Highest occupied orbital energy = -8.85 eV
Energy above the lowest of the compared OMol25 structures with the same formula, charge and spin = 189.0 kJ/mol
Frontier orbital gap = 9.6 eV

---

No. 2
The following is a DFT calculation (wB97M-V/def2-TZVPD) of a gas-phase ion, C3H10N5 (charge +1) in a non-equilibrium geometry.

Positions of all 18 atoms, in Å:
1 C 0.08666 -0.67244 -0.34732
2 C 0.43909 -1.75740 0.71124
3 C -1.98628 0.78186 -0.96433
4 N 2.28219 0.16551 -0.73123
5 N -0.99383 0.68404 1.07427
6 N 0.83391 1.44591 0.51527
7 N -1.03818 0.11221 -0.01764
8 N 1.22730 0.43578 -0.15564
9 H 0.03455 -1.10903 -1.30152
10 H 0.99847 -1.44928 1.58760
11 H 1.30105 -2.28287 0.29908
12 H -0.46931 -2.22948 0.99023
13 H -1.58978 1.77140 -1.30199
14 H -2.11178 0.12044 -1.84164
15 H -2.94511 0.84234 -0.44453
16 H 3.05208 0.94365 -0.80636
17 H -0.78677 0.09444 1.92291
18 H 1.66576 2.10292 0.81158

Values from the calculation:
Highest occupied orbital energy (spin up / spin down) = -14.28 / -14.28 eV
Energy above the lowest of the compared OMol25 structures with the same formula, charge and spin = 611.4 kJ/mol
Total charge = +1
Frontier orbital gap (spin up / spin down) = 9.2 / 9.2 eV

---

No. 3
The following is a DFT calculation (wB97M-V/def2-TZVPD) of a gas-phase ion, C3H10N5 (charge +1) in a non-equilibrium geometry.

Positions of all 18 atoms, in Å:
1 C 1.41055 -0.04382 1.16070
2 C 0.41970 -0.69516 -1.02097
3 C -1.00590 -0.17575 0.89307
4 N 1.60324 -0.30112 -0.08198
5 N -0.67868 0.08299 -0.54781
6 N 0.23345 0.15604 1.65866
7 N 1.00260 -0.33202 -2.22759
8 N -2.06463 0.70424 1.32603
9 H 2.29009 0.16204 1.68760
10 H 0.24598 -1.67775 -0.77843
11 H -1.05446 -1.18960 1.06284
12 H 2.51326 -0.08101 -0.45379
13 H -0.35675 1.02540 -0.69695
14 H 0.16162 0.21560 2.66705
15 H 1.26450 -0.96566 -2.98624
16 H 0.85522 0.59918 -2.61501
17 H -2.17342 1.47760 0.68610
18 H -2.95156 0.36654 1.61281

Values from the calculation:
Highest occupied orbital energy (spin up / spin down) = -9.65 / -14.23 eV
Energy above the lowest of the compared OMol25 structures with the same formula, charge and spin = 0.0 kJ/mol
Total charge = +1
Frontier orbital gap (spin up / spin down) = 7.0 / 6.5 eV
Multiplicity = 3